Record 1
Below is the ion C3H8N3O2 with charge +1 at a distorted geometry, with properties calculated with ωB97M-V with the def2-TZVPD basis set.

Structure (ORCA input):
```
! RIJCOSX wB97M-V def2-TZVPD def2/J DEFGRID3
* xyz 1 1
O -2.44853 1.93625 0.39447
N -2.12879 0.89410 -0.22859
N -0.96130 0.45105 0.14408
C 0.22714 1.17679 0.64149
C 1.11209 -0.05208 0.86749
N 1.10664 -0.78293 -0.44765
C -0.30626 -0.82734 -0.91630
O -0.97332 -1.93930 -0.66521
H -0.12222 1.82204 1.39313
H 0.54641 1.87369 -0.08601
H 2.20793 0.23125 1.20376
H 0.61056 -0.73539 1.58053
H 1.81599 -0.39279 -1.10376
H 1.51844 -1.69621 -0.17111
H -0.38467 -0.30514 -1.81813
H -1.82011 -1.65398 -0.78819
*
```

Output
SMILES string: O=NN1CC[NH2+][C@H]1O
ΔE to the lowest compared entry with this formula, charge and spin in kcal/mol: 115.9
Highest occupied orbital energy in eV: -13.5
E_tot in eV: -11794.476
E_LUMO in eV: -4.0
Molecular weight in g mol⁻¹: 118.116


Record 2
Below is a cluster of 2 separate species, C8H15NO7S2 in total at a distorted geometry, with properties calculated with ωB97M-V with the def2-TZVPD basis set.

Structure (ORCA input):
```
! RIJCOSX wB97M-V def2-TZVPD def2/J DEFGRID3
* xyz 0 1
C -2.38456 -3.53428 2.16585
C -3.23858 -2.83603 2.89927
C -2.78699 -1.43503 3.32076
O -2.29771 -0.72383 2.17444
S -1.00249 0.19675 2.62888
O 0.08352 -0.72738 2.77463
O -0.61330 1.05815 1.25701
C -1.65697 1.20090 0.30625
O -1.47410 0.26809 -0.74371
N -2.47147 -0.71821 -0.73885
O -2.08088 -1.70019 -1.23133
H -1.32217 -3.44984 2.40091
H -2.71260 -4.17309 1.34842
H -4.19987 -3.23193 3.21986
H -2.01550 -1.56920 4.09345
H -3.64441 -0.93514 3.78410
H -2.66984 1.18402 0.72041
H -1.52063 2.18932 -0.14764
C 1.66735 0.47053 -1.45883
C 2.65947 0.08562 -2.56258
C 3.08740 1.37969 -3.26580
S 2.93974 2.68641 -2.04291
O 1.90340 3.59692 -2.46386
O 4.25393 3.14969 -1.67645
C 2.29307 1.65668 -0.73316
H 1.47709 -0.35781 -0.77792
H 0.71636 0.76507 -1.90455
H 3.53197 -0.39679 -2.11584
H 2.22294 -0.61932 -3.26951
H 4.11654 1.33253 -3.61409
H 2.42605 1.62252 -4.09594
H 1.58059 2.22343 -0.13786
H 3.13261 1.34175 -0.11342
*
```

Output
Highest occupied orbital energy in eV: -9.5
E_tot in eV: -46026.089
E_LUMO in eV: -0.1
Molecular weight in g mol⁻¹: 301.342


Record 3
Below is a structure of composition C30H31BCl3F4HgN8O at a distorted geometry, with properties calculated with ωB97M-V with the def2-TZVPD basis set.

Structure (ORCA input):
```
! RIJCOSX wB97M-V def2-TZVPD def2/J DEFGRID3
* xyz -2 2
Hg -0.18379 0.30789 -0.38569
C 1.63171 -0.21579 3.11445
N 1.29013 0.83717 2.17641
C 2.45536 1.59129 1.76941
C 0.25043 1.68995 2.72115
C -0.39359 2.64116 1.72761
C -0.73639 3.91281 2.18844
C -1.40623 4.81677 1.37553
C -1.73200 4.44153 0.08082
C -1.37884 3.17748 -0.37893
C -0.69830 2.25572 0.41735
H 2.09051 0.18427 4.03775
H 2.32628 -0.91257 2.64766
H 0.72871 -0.76644 3.38512
H 2.93355 2.10780 2.62262
H 2.17152 2.33725 1.02522
H 3.18569 0.91394 1.32098
H 0.63370 2.28078 3.57356
H -0.52224 1.02483 3.11735
H -0.48810 4.18762 3.20968
H -1.66825 5.79929 1.75248
H -2.24809 5.13236 -0.57645
H -1.63726 2.91784 -1.39824
Cl -4.41112 2.82637 -6.22547
C -3.10254 2.31439 -5.17702
C -3.35381 1.41625 -4.15407
C -2.32025 1.00719 -3.33668
Cl -2.66398 -0.12801 -2.06548
C -0.96723 1.45412 -3.47581
O 0.00043 1.10352 -2.73132
C -0.80479 2.37887 -4.55270
Cl 0.80365 2.99936 -4.82415
C -1.82349 2.80013 -5.38405
H -4.35190 1.02980 -3.99623
H -1.61370 3.49841 -6.18233
C 4.63199 0.47170 -4.19669
C 5.27418 -0.73866 -3.51807
C 6.04375 -0.31631 -2.26595
C 4.22449 -1.82132 -3.21777
N 3.36086 -1.49093 -2.10264
C 2.24110 -0.78339 -2.07992
N 1.82903 -0.74649 -0.84097
N 2.71221 -1.44030 -0.09663
N 3.64961 -1.88262 -0.84740
H 5.36938 1.26192 -4.35324
H 3.83139 0.88688 -3.57922
H 4.20754 0.20439 -5.16636
H 5.98149 -1.19399 -4.21719
H 5.42508 0.31833 -1.62690
H 6.93529 0.25251 -2.53939
H 6.35066 -1.18174 -1.67548
H 4.70232 -2.76479 -2.96638
H 3.57983 -1.98224 -4.07958
H 1.71448 -0.36752 -2.92717
N -6.46147 -2.12752 8.21528
C -5.77890 -2.11544 7.27099
C -4.95128 -2.09984 6.13384
C -4.87337 -0.95044 5.28186
C -4.06789 -0.93307 4.18000
C -3.27171 -2.06174 3.83853
C -3.34087 -3.20774 4.67298
C -4.14572 -3.23215 5.77626
N -2.41972 -2.03587 2.70890
C -1.74577 -3.10818 2.14758
C -1.02443 -2.61891 1.09577
N -1.23326 -1.27250 1.00136
C -2.07758 -0.95102 1.97380
H -5.47618 -0.08242 5.51979
H -4.05346 -0.04751 3.55573
H -2.73392 -4.07572 4.44603
H -4.17653 -4.11654 6.40057
H -1.85051 -4.11415 2.51026
H -0.37939 -3.14386 0.40475
H -2.44652 0.04516 2.15487
F -0.02584 -2.36987 -2.30945
B 0.47597 -3.56894 -2.88280
F -0.40195 -4.04100 -3.87318
F 1.74972 -3.28818 -3.48243
F 0.65008 -4.53139 -1.86327
*
```

Output
ΔE to the lowest compared entry with this formula, charge and spin in kcal/mol: 7.3
Highest occupied orbital energy (spin up / spin down) in eV: 0.1 / -3.2
E_tot in eV: -98877.236
E_LUMO (spin up / spin down) in eV: 3.9 / 3.9
Molecular weight in g mol⁻¹: 913.386


Record 4
Below is a structure of composition C48H62BCoO2P3S2Si4Te at a distorted geometry, with properties calculated with ωB97M-V with the def2-TZVPD basis set.

Structure (ORCA input):
```
! RIJCOSX wB97M-V def2-TZVPD def2/J DEFGRID3
* xyz -2 2
Co 0.47694 1.25568 0.48065
S 3.12939 0.93200 0.53736
P 2.27195 0.98582 -1.28764
C 0.60995 1.04118 -1.66591
P -0.91672 1.79139 -1.42471
S -1.99805 2.06448 0.26774
C -1.98722 0.78556 -2.56676
C -1.57703 0.63530 -3.88937
C -2.36584 -0.04629 -4.80947
C -3.57947 -0.59447 -4.41372
C -3.99084 -0.45438 -3.09783
C -3.19982 0.23884 -2.18159
C -1.01546 3.39341 -2.36281
C 0.01534 3.79444 -3.19142
C -0.07672 4.96568 -3.94312
C -1.22238 5.74346 -3.88306
C -2.27340 5.34130 -3.06840
C -2.17020 4.17309 -2.31536
C 3.24652 2.19375 -2.32520
C 4.23606 3.01385 -1.80941
C 4.92863 3.90979 -2.62738
C 4.64855 3.98099 -3.98057
C 3.68102 3.13997 -4.51622
C 2.99136 2.25536 -3.69362
C 2.85605 -0.52595 -2.20502
C 4.15882 -0.98697 -2.02716
C 4.68206 -1.98441 -2.84818
C 3.91237 -2.51924 -3.87158
C 2.61495 -2.05960 -4.05677
C 2.09250 -1.07072 -3.22704
H -0.62386 1.05624 -4.19143
H -2.03250 -0.15179 -5.83619
H -4.19692 -1.12614 -5.12865
H -4.92821 -0.89493 -2.77415
H -3.51150 0.35085 -1.15032
H 0.91245 3.19690 -3.22018
H 0.75660 5.27038 -4.56909
H -1.29580 6.66085 -4.45698
H -3.17537 5.94269 -3.01366
H -2.98393 3.85362 -1.67447
H 4.46440 2.93793 -0.75232
H 5.69098 4.55327 -2.20196
H 5.19306 4.66899 -4.61820
H 3.46413 3.17315 -5.57951
H 2.24760 1.58476 -4.11238
H 4.75726 -0.55791 -1.23194
H 5.69356 -2.34353 -2.68843
H 4.31923 -3.29040 -4.51584
H 1.99688 -2.48173 -4.84368
H 1.06988 -0.73020 -3.34989
O 0.74296 1.58179 3.40877
B 0.20459 0.72510 2.36317
O -0.45437 -0.32493 3.08228
C -0.32178 -0.08880 4.42658
C -0.79669 -0.81452 5.49771
C -0.46405 -0.36641 6.78223
C 0.30443 0.77269 6.97166
C 0.75955 1.51749 5.87719
C 0.42395 1.06209 4.62189
H -1.40258 -1.69132 5.34827
H -0.80781 -0.92863 7.64346
H 0.55887 1.09188 7.97569
H 1.35780 2.41260 6.00647
C 1.11234 -4.76567 -1.60671
Si -0.69630 -4.55464 -1.11895
C -1.54755 -3.69636 -2.56581
C -1.44783 -6.29183 -0.99927
Si -0.79560 -3.30855 0.85039
Te -0.01716 -1.03973 -0.22206
Si -3.00757 -3.53467 1.55112
C -3.51668 -5.28131 2.10090
C -4.16920 -3.10196 0.12552
C -3.47146 -2.41667 2.98499
Si 0.50182 -4.47976 2.38915
C 0.20088 -3.90592 4.15927
C 0.28233 -6.36651 2.44253
C 2.33230 -4.19174 2.03727
H 1.22892 -5.17400 -2.61995
H 1.65180 -5.41456 -0.90233
H 1.58965 -3.77571 -1.57885
H -1.17488 -4.06205 -3.53228
H -1.33513 -2.61917 -2.50320
H -2.63935 -3.81387 -2.53944
H -1.19452 -6.90342 -1.87661
H -2.54326 -6.23047 -0.92798
H -1.08635 -6.80917 -0.09971
H -3.23085 -6.01847 1.33627
H -4.60208 -5.35442 2.26163
H -3.01030 -5.56236 3.03627
H -4.21821 -3.92572 -0.60110
H -3.78387 -2.21977 -0.40624
H -5.18714 -2.88136 0.47185
H -3.03748 -2.79047 3.91783
H -4.55922 -2.34533 3.11367
H -3.07538 -1.40805 2.81325
H -0.82150 -4.14596 4.48535
H 0.31945 -2.81574 4.21539
H 0.90705 -4.36272 4.86364
H -0.78103 -6.63447 2.52921
H 0.82002 -6.81017 3.29221
H 0.66361 -6.82439 1.51799
H 2.49381 -3.13759 1.77080
H 2.66349 -4.79335 1.18035
H 2.96867 -4.43291 2.89859
C 1.36832 4.62616 -0.13890
P 0.99826 3.40153 1.18597
C 2.50980 3.73004 2.18894
C -0.23115 4.41418 2.12476
C -0.17533 4.51019 3.51432
C -1.08994 5.28485 4.22417
C -2.08578 5.97852 3.55361
C -2.17378 5.86778 2.17294
C -1.26078 5.08999 1.46791
H 0.48429 4.85794 -0.72347
H 2.10487 4.19879 -0.81069
H 1.76612 5.54949 0.29033
H 2.42093 4.70089 2.68226
H 3.36358 3.73961 1.51597
H 2.66207 2.94486 2.92237
H 0.58732 3.96576 4.05682
H -1.02174 5.34289 5.30549
H -2.79296 6.59159 4.10073
H -2.96093 6.38211 1.63300
H -1.36150 5.00847 0.39600
*
```

Output
Highest occupied orbital energy (spin up / spin down) in eV: -1.0 / -1.0
E_tot in eV: -181528.769
E_LUMO (spin up / spin down) in eV: 4.2 / 4.2
Molecular weight in g mol⁻¹: 1137.767